C60H51BCoN3P3Si | ωB97M-V with the def2-TZVPD basis set

Last column: Mulliken spin population.
Positions of all 120 atoms, in Å:
Co: 0.98969 -0.40328 0.11853  1.345
C: 0.47107 -5.58193 0.48386  0.008
C: -0.41041 -5.09621 -0.38141  -0.005
C: -0.12694 -3.90905 -1.21574  0.011
C: 1.01408 -3.23366 -1.11652  0.031
C: 2.07749 -3.65528 -0.12083  0.001
C: 1.83988 -4.98805 0.65146  0.005
P: 1.30026 -1.58379 -1.81343  -0.169
C: 2.65784 -1.86684 -3.01729  -0.006
C: 3.20523 -3.12345 -3.26583  -0.003
C: 4.19710 -3.28413 -4.22854  -0.001
C: 4.64298 -2.19129 -4.95666  0.000
C: 4.08608 -0.93871 -4.73058  -0.001
C: 3.10349 -0.77874 -3.76606  0.005
C: -0.05397 -1.18707 -2.97177  0.093
C: -0.26109 -1.90996 -4.15147  -0.007
C: -1.24247 -1.51427 -5.04329  0.001
C: -2.00981 -0.38414 -4.76609  -0.003
C: -1.80467 0.32632 -3.59424  0.027
C: -0.81955 -0.05617 -2.66958  -0.179
Si: -0.64263 0.73534 -0.93829  0.074
C: -2.06263 -0.21915 -0.03718  -0.101
C: -2.57211 -1.38294 -0.63146  -0.024
C: -3.33138 -2.30674 0.08237  0.012
C: -3.59239 -2.10114 1.42729  -0.022
C: -3.13491 -0.94095 2.03856  0.011
C: -2.39246 -0.01352 1.31491  -0.015
P: -1.92781 1.64631 1.85237  -0.005
C: -1.87128 1.81319 3.66344  -0.002
C: -2.81338 1.34385 4.58353  0.000
C: -2.64197 1.55993 5.94301  0.000
C: -1.53434 2.26360 6.40128  0.000
C: -0.60715 2.75315 5.49387  0.000
C: -0.76825 2.52725 4.13306  0.000
C: -3.41940 2.51583 1.26147  0.005
C: -3.39358 3.39271 0.17909  -0.012
C: -4.57338 3.96884 -0.27470  -0.002
C: -5.78046 3.68458 0.34289  0.000
C: -5.81703 2.79586 1.40975  0.000
C: -4.64382 2.20664 1.85574  0.003
C: -0.30249 2.58010 -1.06172  -0.095
C: -0.62811 3.42165 -2.22077  0.019
C: 0.04139 4.54660 -2.50742  -0.005
C: 1.26110 4.89948 -1.79909  -0.003
C: 1.78360 4.10719 -0.85524  -0.003
C: 1.09518 2.91588 -0.33591  -0.023
P: 2.07639 1.51691 0.29396  0.062
C: 2.58396 1.99341 1.98377  -0.021
C: 2.27566 1.13977 3.04040  -0.017
C: 2.68248 1.43689 4.33662  0.005
C: 3.39227 2.60232 4.58734  0.000
C: 3.68791 3.47107 3.54276  0.000
C: 3.29109 3.16482 2.24917  -0.011
C: 3.66326 1.58742 -0.61444  0.003
C: 4.85513 1.18569 -0.01081  -0.003
C: 6.04087 1.15267 -0.73322  0.001
C: 6.05453 1.53443 -2.06802  -0.002
C: 4.87507 1.93907 -2.67661  -0.001
C: 3.68547 1.95239 -1.96040  -0.013
H: 0.22568 -6.44845 1.09037  0.000
H: -1.38153 -5.56726 -0.48138  0.000
H: -0.89840 -3.56534 -1.89774  0.003
H: 3.05886 -3.62335 -0.59325  -0.006
H: 2.58461 -5.76047 0.45449  0.000
H: 2.83658 -3.99352 -2.73517  -0.001
H: 4.60934 -4.26850 -4.41628  0.000
H: 5.41632 -2.31572 -5.70456  0.000
H: 4.41768 -0.08421 -5.30849  0.000
H: 2.65782 0.19580 -3.60739  -0.003
H: 0.35199 -2.77830 -4.37326  0.001
H: -1.40407 -2.07342 -5.95662  0.000
H: -2.77142 -0.06332 -5.46676  0.000
H: -2.43411 1.18619 -3.38501  -0.003
H: -2.36220 -1.58835 -1.67292  -0.009
H: -3.70971 -3.19261 -0.41564  -0.001
H: -4.15783 -2.82905 1.99674  -0.001
H: -3.34031 -0.78453 3.08931  -0.002
H: -3.71010 0.83256 4.26328  0.000
H: -3.38167 1.18944 6.64150  0.000
H: -1.40322 2.43597 7.46252  0.000
H: 0.24885 3.32010 5.83851  0.000
H: -0.04897 2.91086 3.41778  0.000
H: -2.46200 3.65301 -0.29457  0.006
H: -4.53607 4.65846 -1.10911  0.000
H: -6.69367 4.15175 -0.00506  0.000
H: -6.75726 2.55498 1.89054  0.000
H: -4.69978 1.48965 2.66586  0.000
H: -1.44144 3.10875 -2.86853  0.005
H: -0.27131 5.16201 -3.34304  0.000
H: 1.81456 5.77335 -2.12414  0.000
H: 2.78324 4.31215 -0.49365  0.000
H: 1.69446 0.24532 2.84456  0.041
H: 2.43161 0.76515 5.14972  0.000
H: 3.71007 2.84006 5.59570  0.000
H: 4.22369 4.39182 3.73735  0.000
H: 3.52707 3.84989 1.44449  0.001
H: 4.85980 0.90983 1.03768  0.001
H: 6.95829 0.84133 -0.24871  0.000
H: 6.98116 1.52181 -2.62907  0.000
H: 4.87960 2.24817 -3.71583  0.000
H: 2.76918 2.28114 -2.44036  0.001
B: -0.50483 4.56196 1.04024  -0.006
C: -0.21751 3.08131 0.38503  0.046
N: -0.51093 1.89420 1.22926  -0.044
H: -0.91590 5.38173 0.22351  0.001
H: -1.34017 4.40414 1.92762  0.000
H: 0.55617 4.94772 1.54373  0.001
N: 1.16984 -5.45409 3.85656  0.005
C: 1.08577 -4.34978 3.07386  0.004
C: 0.10151 -3.43230 3.16107  -0.004
C: 0.10353 -2.28417 2.28349  -0.016
N: 1.00401 -1.97545 1.42483  -0.003
C: 2.13300 -2.87113 1.23582  -0.009
C: 2.11690 -4.22336 2.00079  -0.005
H: 0.60872 -5.51397 4.68880  0.000
H: 2.01892 -5.99021 3.85264  0.000
H: -0.69498 -3.52497 3.88942  0.000
H: -0.73231 -1.59079 2.36018  0.032
H: 3.04501 -2.28989 1.36326  -0.004
H: 3.10165 -4.46655 2.40269  0.000

Properties
Molar mass: 1004.8 u
2S+1: 2
LUMO level (alpha / beta): -0.0154 / -0.0051 Ha
DFT total energy: -141562.7150 eV
Total charge: 0
HOMO (alpha / beta): -6.739 / -6.728 eV